Run 1
Here is a single C4H8O3 molecule from OMol25. Energies are from wB97M-V/def2-TZVPD.

```
! wB97M-V def2-TZVPD RIJCOSX def2/J DEFGRID3
* xyz 0 1
C 1.37 -2.03 -1.12
O 0.75 -1.48 0.03
C -0.01 -0.33 -0.30
C -0.31 0.48 0.98
C -1.14 1.72 0.71
O -1.66 1.84 -0.40
O -1.21 2.67 1.66
H 0.62 -2.19 -1.89
H 2.13 -1.34 -1.51
H 1.85 -3.00 -0.84
H 0.56 0.28 -1.01
H -0.98 -0.62 -0.76
H -0.81 -0.16 1.71
H 0.66 0.77 1.39
H -1.82 3.38 1.35
*
```

---

Run 2
Here is 2 unconnected molecules or ions with the total composition C4H8O3 from OMol25. Energies are from wB97M-V/def2-TZVPD.

```
! wB97M-V def2-TZVPD RIJCOSX def2/J DEFGRID3
* xyz 0 1
C 1.77 -1.86 -0.87
O 1.08 -0.95 -0.09
C -0.08 0.20 1.73
C -0.08 0.90 0.53
O 0.98 1.04 -0.12
O -1.29 1.24 0.02
C -1.24 1.75 -1.31
H 2.86 -1.77 -0.76
H 1.49 -1.77 -1.94
H 1.48 -2.88 -0.55
H -1.00 -0.10 2.21
H 0.87 0.02 2.22
H -0.62 2.66 -1.36
H -0.82 1.01 -2.00
H -2.27 1.98 -1.57
*
```

---

Verdict on stability: run 2 comes out at the bottom.

---

Run 1
Here is 2 unconnected molecules or ions with the total composition C4H8O3 from OMol25. Energies are from wB97M-V/def2-TZVPD.

```
! wB97M-V def2-TZVPD RIJCOSX def2/J DEFGRID3
* xyz 0 1
C -0.62 -0.91 -0.33
C 0.37 0.05 0.01
C -0.06 1.38 0.52
C 0.30 -0.45 -1.79
O -1.96 -0.68 -0.22
O 1.24 -0.91 2.02
O -0.26 0.13 -2.70
H -2.22 0.03 -0.84
H 1.41 -0.19 2.64
H -0.31 -1.95 -0.24
H 1.52 -0.57 1.06
H 1.15 -1.14 -1.95
H -0.45 1.97 -0.32
H -0.89 1.31 1.22
H 0.78 1.93 0.93
*
```

---

Run 2
Here is 2 unconnected molecules or ions with the total composition C4H8O3 from OMol25. Energies are from wB97M-V/def2-TZVPD.

```
! wB97M-V def2-TZVPD RIJCOSX def2/J DEFGRID3
* xyz 0 1
C 0.43 -0.34 -2.08
C 0.23 0.71 -1.03
C 0.93 0.79 0.10
O 0.73 1.78 1.01
H -0.54 -0.69 -2.46
H 0.99 0.03 -2.94
H 0.96 -1.21 -1.68
H -0.53 1.47 -1.20
H 1.72 0.07 0.33
H 0.74 1.39 1.90
O -0.35 -0.31 2.56
C -0.77 -0.99 1.66
O -1.96 -0.82 1.08
H -0.25 -1.86 1.23
H -2.35 -0.02 1.46
*
```

---

Run 3
Here is 2 unconnected molecules or ions with the total composition C4H8O3 from OMol25. Energies are from wB97M-V/def2-TZVPD.

```
! wB97M-V def2-TZVPD RIJCOSX def2/J DEFGRID3
* xyz 0 1
O 1.32 -0.27 0.94
C 0.87 -1.01 -0.17
C 0.53 -0.10 -1.33
C 0.03 1.25 -1.10
O 1.40 1.03 -1.44
H 1.91 0.41 0.57
H -0.02 -1.57 0.13
H 1.64 -1.74 -0.49
H 0.30 -0.59 -2.27
H -0.13 1.58 -0.08
H -0.56 1.74 -1.87
C -1.82 -0.18 1.79
O -2.22 -0.22 0.65
H -2.52 -0.11 2.64
H -0.74 -0.23 2.03
*
```

---

Verdict on stability: run 1 comes out at the bottom.

---

Run 1
Here is a single C4H8O3 molecule from OMol25. Energies are from wB97M-V/def2-TZVPD.

```
! wB97M-V def2-TZVPD RIJCOSX def2/J DEFGRID3
* xyz 0 1
C 2.28 -1.36 -0.35
O 1.47 -0.50 0.46
C 0.27 -0.21 -0.04
O -0.18 -0.73 -1.05
C -0.44 0.88 0.72
C -1.94 0.78 0.46
O -2.19 1.17 -0.87
H 2.50 -0.87 -1.31
H 3.20 -1.50 0.22
H 1.79 -2.31 -0.54
H -0.14 0.89 1.78
H -0.14 1.82 0.25
H -2.30 -0.24 0.65
H -2.49 1.46 1.12
H -1.70 0.51 -1.40
*
```

---

Run 2
Here is 2 unconnected molecules or ions with the total composition C4H8O3 from OMol25. Energies are from wB97M-V/def2-TZVPD.

```
! wB97M-V def2-TZVPD RIJCOSX def2/J DEFGRID3
* xyz 0 1
C 1.16 1.96 -0.15
C 0.13 0.97 0.38
O -0.94 1.64 0.99
C -0.37 0.10 -0.74
O -1.55 -0.03 -0.99
H 2.02 1.43 -0.59
H 1.53 2.58 0.67
H 0.71 2.61 -0.90
H 0.62 0.28 1.10
H -1.74 1.28 0.58
H 0.40 -0.41 -1.36
C -0.42 -2.93 -0.09
O 0.16 -2.15 0.62
H -1.16 -2.59 -0.85
H -0.23 -4.01 -0.02
*
```

---

Run 3
Here is 2 unconnected molecules or ions with the total composition C4H8O3 from OMol25. Energies are from wB97M-V/def2-TZVPD.

```
! wB97M-V def2-TZVPD RIJCOSX def2/J DEFGRID3
* xyz 0 1
O 2.57 -0.76 2.00
C 2.34 -1.54 1.11
O 1.39 -1.49 0.20
C 0.41 -0.49 0.08
C 0.25 0.68 0.71
O 0.93 1.29 1.69
H 2.94 -2.45 0.96
H -0.29 -0.80 -0.68
H -0.61 1.27 0.39
H 1.64 0.67 1.98
C -2.37 0.73 -1.63
H -2.57 0.22 -0.69
H -2.80 0.16 -2.46
H -2.80 1.74 -1.60
H -1.29 0.81 -1.79
*
```

---

Verdict on stability: run 2 comes out at the bottom.

---

Run 1
Here is a molecular structure, C4H8O3 from OMol25. Energies are from wB97M-V/def2-TZVPD.

```
! wB97M-V def2-TZVPD RIJCOSX def2/J DEFGRID3
* xyz 0 1
C 0.62 -0.66 0.88
C -0.01 0.75 1.07
C -0.73 0.90 -0.27
C -1.00 -0.71 -0.68
H 1.88 -0.25 -1.66
H 0.80 -1.06 1.73
H 0.60 1.61 0.95
H -0.64 0.73 1.78
H -1.85 1.47 0.06
H -0.35 1.26 -1.09
H -0.83 -0.89 -1.81
H -2.18 -1.35 -0.72
O 2.03 0.42 -0.66
O 1.87 -0.73 0.19
O -0.21 -1.49 0.24
*
```

---

Run 2
Here is 2 unconnected molecules or ions with the total composition C4H8O3 from OMol25. Energies are from wB97M-V/def2-TZVPD.

```
! wB97M-V def2-TZVPD RIJCOSX def2/J DEFGRID3
* xyz 0 1
O -0.72 1.03 -1.54
C -0.06 0.83 -0.59
C 0.85 0.56 0.33
C 2.21 0.23 -0.19
O 2.71 -0.90 0.49
H 0.64 0.69 1.39
H 2.11 0.03 -1.27
H 2.86 1.10 -0.06
H 3.65 -0.96 0.27
C -2.69 -0.44 0.02
O -1.73 0.07 0.91
H -2.29 -1.22 -0.65
H -3.52 -0.86 0.60
H -3.05 0.38 -0.62
H -0.98 -0.54 0.93
*
```

---

Verdict on stability: run 1 comes out at the bottom.

---

Run 1
Here is a single C6H8OS molecule from OMol25. Energies are from wB97M-V/def2-TZVPD.

```
! wB97M-V def2-TZVPD RIJCOSX def2/J DEFGRID3
* xyz 0 1
C -1.06 -0.74 -2.24
C -0.88 -0.61 -0.96
C -1.13 -0.05 0.37
S -2.95 0.46 0.42
C -0.04 1.13 0.60
O -0.07 2.35 0.83
C 1.41 0.59 0.08
C 1.48 -1.00 0.57
H -1.43 -0.69 -3.42
H -1.05 -0.90 1.11
H -2.87 1.59 1.11
H 2.43 1.13 0.41
H 1.20 0.75 -0.93
H 2.48 -1.36 0.16
H 1.61 -0.86 1.78
H 0.86 -1.80 0.10
*
```

---

Run 2
Here is a single C6H8OS molecule from OMol25. Energies are from wB97M-V/def2-TZVPD.

```
! wB97M-V def2-TZVPD RIJCOSX def2/J DEFGRID3
* xyz 0 1
O -1.40 2.41 -0.68
C -0.64 1.64 -1.14
C 0.27 0.68 -0.52
S 0.11 0.34 1.49
C 0.23 -1.37 1.46
C 0.90 -1.49 0.01
C 0.56 -1.81 -1.49
C -0.15 -0.65 -0.76
H -0.58 1.76 -2.14
H 1.24 0.86 -0.95
H -0.79 -1.61 1.54
H 0.82 -1.70 2.35
H 1.81 -0.90 0.25
H -0.15 -2.57 -2.17
H 1.32 -1.66 -2.24
H -1.29 -0.96 -0.44
*
```

---

Run 3
Here is a single C6H8OS molecule from OMol25. Energies are from wB97M-V/def2-TZVPD.

```
! wB97M-V def2-TZVPD RIJCOSX def2/J DEFGRID3
* xyz 0 1
C 2.82 -0.42 0.62
O 1.76 0.24 -0.24
C 0.53 0.55 0.33
C -0.59 -0.45 0.86
C -0.48 -1.51 -0.21
C -0.38 -0.76 -1.24
C -0.40 0.64 -0.93
S -1.91 0.84 0.26
H 2.21 -1.11 1.27
H 3.58 -0.91 -0.09
H 3.41 0.36 1.14
H 0.67 1.41 1.00
H -0.94 -0.75 1.99
H -0.35 -2.75 -0.24
H -0.58 -1.28 -2.20
H -0.60 1.44 -1.73
*
```

---

Run 4
Here is a molecular structure, C6H8OS from OMol25. Energies are from wB97M-V/def2-TZVPD.

```
! wB97M-V def2-TZVPD RIJCOSX def2/J DEFGRID3
* xyz 0 1
C -1.84 -1.08 -0.23
C -0.52 -0.39 -0.13
C 0.51 -0.52 1.01
C 1.58 0.00 0.04
C 1.13 1.39 -0.25
C -0.37 1.11 -0.43
H -1.73 -2.19 -0.22
H -2.44 -0.73 0.60
H -2.40 -0.84 -1.15
H 0.29 0.12 1.91
H 0.57 -1.57 1.32
H 2.58 -0.20 0.35
H 1.59 1.77 -1.20
H 1.44 2.13 0.52
O -1.22 1.87 -0.78
S 0.85 -0.88 -1.36
*
```

---

Verdict on stability: run 2 comes out at the bottom.

---

Run 1
Here is a single C6H8OS molecule from OMol25. Energies are from wB97M-V/def2-TZVPD.

```
! wB97M-V def2-TZVPD RIJCOSX def2/J DEFGRID3
* xyz 0 1
C 0.93 -1.56 0.09
C 0.40 -0.13 -0.02
C 1.57 0.79 -0.25
C -0.86 0.30 -0.04
C -1.28 1.73 -0.06
O -2.43 2.04 0.24
C -1.88 -0.67 0.29
S -3.38 -0.81 -0.26
H 1.49 -1.78 1.00
H 0.16 -2.32 -0.05
H 1.67 -1.69 -0.72
H 2.09 0.54 -1.16
H 2.27 0.59 0.58
H 1.32 1.87 -0.25
H -0.54 2.48 -0.41
H -1.53 -1.39 1.03
*
```

---

Run 2
Here is a single C6H8OS molecule from OMol25. Energies are from wB97M-V/def2-TZVPD.

```
! wB97M-V def2-TZVPD RIJCOSX def2/J DEFGRID3
* xyz 0 1
C 0.23 0.98 1.39
C -1.14 0.84 1.21
C -1.43 -0.37 0.34
O -1.32 -0.04 -1.06
C -0.12 -0.52 -1.57
C 1.19 0.01 -0.87
C 1.07 -0.17 0.68
S -0.08 -1.54 0.97
H 0.77 1.84 1.99
H -1.93 1.51 1.69
H -2.40 -0.92 0.55
H -0.19 -0.10 -2.53
H 0.08 -1.62 -1.56
H 1.25 0.99 -1.10
H 1.98 -0.58 -1.35
H 2.04 -0.28 1.24
*
```

---

Run 3
Here is a single C6H8OS molecule from OMol25. Energies are from wB97M-V/def2-TZVPD.

```
! wB97M-V def2-TZVPD RIJCOSX def2/J DEFGRID3
* xyz 0 1
C -0.38 0.22 -1.76
C 0.06 0.37 -0.31
C 0.60 1.74 -0.01
C -0.06 -0.64 0.60
C -0.63 -1.97 0.21
O -1.16 -2.22 -0.85
C 0.40 -0.48 1.97
S 0.12 -1.47 3.23
H 0.05 -0.68 -2.21
H -1.49 0.08 -1.82
H -0.10 1.11 -2.32
H 0.85 1.91 1.07
H 1.46 1.93 -0.64
H -0.15 2.49 -0.30
H -0.57 -2.76 0.99
H 1.01 0.38 2.15
*
```

---

Run 4
Here is a single C6H8OS molecule from OMol25. Energies are from wB97M-V/def2-TZVPD.

```
! wB97M-V def2-TZVPD RIJCOSX def2/J DEFGRID3
* xyz 0 1
S 2.25 -0.47 -0.30
C 0.80 0.41 0.57
C 0.31 1.61 -0.25
C -0.98 1.57 -0.28
C -1.66 0.35 0.28
O -2.14 -0.65 -0.63
C -1.00 -1.66 -0.12
C -0.50 -0.40 0.86
H 3.35 -0.04 0.74
H 1.22 0.82 1.42
H 0.98 2.52 -0.43
H -1.58 2.60 -0.67
H -2.41 0.68 1.15
H -0.31 -1.81 -0.97
H -1.50 -2.65 0.42
H -0.46 -0.69 2.00
*
```

---

Verdict on stability: run 4 comes out at the bottom.